Computed, not measured: a structure of composition C64H170N10O18Zr at a distorted geometry, with ωB97M-V/def2-TZVPD.

Each line ends with the Löwdin charge.
Cartesian coordinates (Å):
Zr: 12.99 13.36 16.05  1.80
C: 15.53 16.09 16.44  -0.04
C: 15.80 15.01 15.38  -0.50
C: 17.05 14.19 15.74  -0.04
O: 14.69 14.14 15.30  -0.43
H: 15.36 15.64 17.38  0.06
H: 14.62 16.67 16.24  0.07
H: 16.36 16.83 16.44  0.08
H: 15.95 15.47 14.37  0.12
H: 16.99 13.19 15.26  0.06
H: 17.13 14.11 16.83  0.05
H: 18.05 14.69 15.50  0.09
C: 12.49 14.06 19.72  -0.03
C: 13.75 13.22 19.27  -0.44
C: 13.75 11.86 20.02  -0.05
O: 13.63 12.96 17.86  -0.41
H: 11.54 13.56 19.42  0.09
H: 12.44 15.04 19.32  0.03
H: 12.44 14.26 20.79  0.07
H: 14.68 13.76 19.52  0.10
H: 14.55 11.15 19.68  0.08
H: 12.77 11.37 19.98  0.07
H: 13.93 12.10 21.05  0.06
C: 9.49 11.86 17.51  -0.07
C: 10.80 11.23 17.14  -0.50
C: 10.53 9.90 16.48  -0.07
O: 11.44 12.07 16.13  -0.43
H: 8.92 11.37 18.30  0.09
H: 8.86 11.92 16.66  0.06
H: 9.63 12.91 17.72  0.07
H: 11.43 11.03 18.09  0.14
H: 9.77 9.92 15.74  0.07
H: 10.21 9.20 17.25  0.08
H: 11.43 9.46 16.08  0.05
C: 10.18 16.45 15.19  -0.05
C: 11.47 16.38 16.03  -0.57
C: 11.33 17.04 17.42  -0.05
O: 11.93 15.10 16.16  -0.37
H: 9.38 16.02 15.86  0.10
H: 10.20 15.99 14.22  0.02
H: 9.86 17.51 15.03  0.09
H: 12.18 17.00 15.44  0.10
H: 12.31 16.97 18.00  0.07
H: 10.64 16.53 18.06  0.06
H: 11.06 18.12 17.41  0.09
C: 21.01 13.00 17.31  -0.05
C: 22.43 12.40 17.32  -0.43
C: 23.51 13.35 17.82  -0.18
O: 23.42 14.59 17.09  -0.19
C: 24.12 15.63 17.66  -0.17
N: 22.47 11.27 18.21  0.04
H: 20.71 13.13 18.38  0.07
H: 20.31 12.14 17.02  0.07
H: 20.95 13.98 16.80  0.08
H: 22.68 12.09 16.28  0.13
H: 24.47 12.90 17.69  0.12
H: 23.31 13.52 18.88  0.12
H: 23.63 16.61 17.55  0.07
H: 25.17 15.72 17.22  0.10
H: 24.29 15.56 18.78  0.10
H: 22.44 10.33 17.77  0.07
H: 21.87 11.31 18.99  0.05
C: 18.56 21.03 10.85  -0.05
C: 17.97 21.87 12.02  -0.40
C: 18.56 21.47 13.40  -0.20
O: 17.72 22.04 14.40  -0.23
C: 18.15 21.84 15.74  -0.07
N: 18.18 23.35 11.78  0.05
H: 18.62 19.95 11.05  0.07
H: 19.61 21.31 10.74  0.07
H: 17.97 21.28 9.95  0.08
H: 16.87 21.65 12.17  0.12
H: 19.60 21.85 13.47  0.13
H: 18.70 20.35 13.48  0.12
H: 17.99 20.87 16.15  0.06
H: 17.73 22.61 16.37  0.09
H: 19.28 22.03 15.82  0.11
H: 17.43 23.85 12.19  0.05
H: 18.07 23.55 10.79  0.06
C: 15.78 18.96 18.24  -0.04
C: 16.56 17.87 19.00  -0.43
C: 17.56 18.52 19.97  -0.19
O: 18.34 19.48 19.30  -0.18
C: 19.26 18.89 18.44  -0.11
N: 15.57 17.12 19.79  0.07
H: 15.32 19.59 18.97  0.05
H: 15.00 18.54 17.55  0.07
H: 16.48 19.63 17.65  0.08
H: 17.09 17.24 18.30  0.09
H: 18.17 17.72 20.36  0.11
H: 16.96 19.04 20.71  0.11
H: 18.70 18.52 17.51  0.08
H: 19.77 18.08 19.03  0.11
H: 19.96 19.64 18.17  0.07
H: 14.82 16.74 19.20  0.07
H: 15.96 16.33 20.30  0.05
C: 16.96 11.06 11.85  -0.05
C: 16.87 12.34 12.69  -0.41
C: 17.68 13.36 11.87  -0.20
O: 17.71 14.67 12.44  -0.21
C: 18.12 15.68 11.49  -0.08
N: 15.47 12.63 12.93  0.07
H: 16.46 10.23 12.26  0.06
H: 18.00 10.80 11.62  0.08
H: 16.43 11.26 10.89  0.09
H: 17.31 12.09 13.62  0.09
H: 17.31 13.36 10.82  0.13
H: 18.75 13.00 11.81  0.11
H: 17.37 15.86 10.65  0.10
H: 19.16 15.41 11.11  0.09
H: 18.20 16.55 12.07  0.04
H: 14.97 12.70 12.05  0.08
H: 15.22 13.41 13.54  0.04
C: 23.19 12.08 11.02  -0.07
C: 22.11 12.74 11.82  -0.46
C: 22.48 12.76 13.30  -0.23
O: 21.47 13.30 14.09  -0.18
C: 20.34 12.43 14.26  -0.07
N: 21.67 14.06 11.33  0.06
H: 23.01 12.12 9.95  0.08
H: 23.29 11.05 11.46  0.09
H: 24.20 12.49 11.18  0.08
H: 21.22 12.06 11.72  0.12
H: 23.32 13.46 13.35  0.14
H: 22.79 11.73 13.64  0.12
H: 19.53 12.97 14.69  0.07
H: 20.50 11.54 14.85  0.05
H: 20.08 12.08 13.25  0.07
H: 21.01 14.60 11.86  0.04
H: 22.43 14.72 11.21  0.07
C: 9.86 13.27 13.64  -0.04
C: 11.11 12.51 13.15  -0.36
C: 11.00 12.30 11.59  -0.16
O: 12.06 11.38 11.29  -0.23
C: 12.20 11.10 9.88  -0.09
N: 12.38 13.08 13.62  0.02
H: 9.82 14.36 13.39  0.06
H: 9.65 13.16 14.74  0.07
H: 8.89 12.89 13.24  0.09
H: 11.10 11.50 13.51  0.12
H: 11.25 13.14 10.96  0.10
H: 9.97 11.88 11.36  0.14
H: 13.03 10.43 9.64  0.09
H: 12.16 12.04 9.31  0.08
H: 11.27 10.61 9.64  0.08
H: 13.17 12.53 13.28  0.05
H: 12.52 14.02 13.33  0.03
C: 18.60 14.80 19.59  -0.06
C: 18.27 13.42 20.23  -0.39
C: 17.68 13.75 21.62  -0.22
O: 16.57 14.65 21.50  -0.25
C: 15.98 14.87 22.81  -0.06
N: 17.30 12.72 19.37  0.07
H: 17.77 15.51 19.71  0.04
H: 18.86 14.61 18.50  0.07
H: 19.55 15.26 20.01  0.10
H: 19.20 12.81 20.29  0.13
H: 18.51 14.05 22.37  0.15
H: 17.33 12.75 22.06  0.13
H: 15.74 13.85 23.15  0.08
H: 15.06 15.51 22.76  0.09
H: 16.74 15.31 23.47  0.09
H: 16.86 11.93 19.81  0.06
H: 16.57 13.35 19.03  0.06
C: 14.20 16.84 10.89  -0.03
C: 12.92 16.94 11.74  -0.40
C: 11.65 16.59 11.05  -0.26
O: 10.60 16.80 11.91  -0.21
C: 9.41 16.57 11.23  -0.11
N: 13.02 16.02 12.89  0.08
H: 14.93 17.39 11.47  0.06
H: 14.09 17.27 9.93  0.06
H: 14.46 15.81 10.79  0.07
H: 12.71 17.93 12.10  0.13
H: 11.59 15.55 10.75  0.12
H: 11.49 17.23 10.15  0.14
H: 9.44 15.50 11.06  0.08
H: 9.35 17.11 10.25  0.10
H: 8.67 16.95 11.97  0.11
H: 12.55 16.45 13.67  0.04
H: 13.99 15.98 13.24  0.08
C: 14.53 8.89 15.85  -0.05
C: 14.49 10.32 16.38  -0.40
C: 15.76 10.82 16.95  -0.22
O: 16.83 10.77 15.96  -0.19
C: 18.10 10.92 16.72  -0.07
N: 14.03 11.21 15.26  -0.01
H: 13.51 8.70 15.40  0.08
H: 14.77 8.14 16.61  0.08
H: 15.28 8.70 15.07  0.08
H: 13.75 10.41 17.23  0.14
H: 16.07 10.30 17.85  0.11
H: 15.67 11.83 17.25  0.08
H: 18.26 11.91 17.01  0.03
H: 18.86 10.46 16.18  0.02
H: 17.91 10.29 17.63  0.10
H: 14.78 11.41 14.48  0.11
H: 13.31 10.72 14.73  0.07
C: 22.91 7.39 16.49  -0.04
C: 22.63 8.25 15.26  -0.44
C: 21.20 8.69 15.14  -0.26
O: 20.35 7.60 15.17  -0.15
C: 19.16 7.93 14.53  -0.10
N: 23.61 9.33 15.24  0.07
H: 22.48 6.46 16.29  0.06
H: 22.50 7.84 17.39  0.08
H: 24.03 7.40 16.60  0.09
H: 22.66 7.58 14.38  0.14
H: 21.18 9.22 14.16  0.11
H: 20.88 9.48 15.93  0.14
H: 18.50 8.56 15.14  0.08
H: 18.60 7.04 14.37  0.08
H: 19.40 8.39 13.57  0.09
H: 24.48 9.09 15.61  0.04
H: 23.85 9.63 14.32  0.06
C: 14.63 20.53 22.17  -0.07
C: 14.47 19.19 22.75  -0.61
C: 13.16 18.60 22.30  -0.06
O: 15.51 18.33 22.60  -0.04
H: 14.58 20.50 21.03  0.10
H: 15.58 20.92 22.41  0.07
H: 13.85 21.23 22.55  0.10
H: 14.34 19.33 23.86  0.15
H: 12.35 19.35 22.33  0.09
H: 12.88 17.71 22.89  0.08
H: 13.33 18.37 21.26  0.06
H: 15.37 18.03 21.68  0.04
C: 19.12 17.48 14.62  -0.05
C: 20.59 17.85 14.67  -0.54
C: 21.47 16.86 15.32  -0.06
O: 21.07 18.14 13.37  -0.05
H: 19.02 16.45 14.19  0.08
H: 18.60 18.12 13.92  0.06
H: 18.63 17.51 15.63  0.07
H: 20.63 18.85 15.20  0.14
H: 21.55 15.99 14.70  0.07
H: 21.13 16.67 16.39  0.11
H: 22.50 17.27 15.36  0.09
H: 22.04 18.02 13.43  0.09
C: 14.28 24.34 18.04  -0.05
C: 14.17 22.92 18.56  -0.54
C: 12.70 22.63 18.74  -0.07
O: 14.77 21.99 17.72  -0.06
H: 15.26 24.71 17.82  0.07
H: 13.92 25.05 18.79  0.09
H: 13.65 24.26 17.18  0.07
H: 14.66 22.92 19.53  0.13
H: 12.12 22.85 17.81  0.09
H: 12.36 23.22 19.58  0.08
H: 12.47 21.59 18.97  0.07
H: 14.69 22.36 16.79  0.09
C: 13.24 20.53 14.82  -0.06
C: 14.70 20.56 14.75  -0.49
C: 15.27 19.86 13.48  -0.02
O: 15.00 21.95 14.63  -0.08
H: 12.97 20.98 15.77  0.06
H: 12.68 19.57 14.77  0.09
H: 12.93 21.11 13.94  0.10
H: 15.18 20.19 15.67  0.12
H: 15.30 18.82 13.71  0.05
H: 16.31 20.14 13.36  0.04
H: 14.68 20.08 12.54  0.11
H: 15.96 22.07 14.49  0.05

* frontier orbital gap: 9.21 eV
* lowest unoccupied orbital energy: 0.5 eV
* calculated total energy: -122159.3424 eV